C3H2N4O | wB97M-V/def2-TZVPD

Values from the calculation:
Maximum force, eV Å⁻¹: 3.5
Electronic energy, Eh: -409.64829

Last column: Löwdin charge in e.
Atoms and positions in Å:
O: -2.1695 0.2378 0.7226  0.117
C: -1.1847 0.0495 0.0355  -0.409
N: -0.5373 -1.2908 0.1195  0.139
C: 0.6874 -1.4003 0.5193  -0.152
N: 1.6009 -0.2673 0.6972  0.075
C: 1.5472 0.7183 -0.0704  -0.187
N: 0.6232 1.0301 -1.1571  0.031
N: -0.5820 0.8660 -1.0731  0.110
H: 1.3441 -2.2178 0.9875  0.137
H: 1.9778 1.7451 0.2189  0.139